Model one:
The following is a DFT calculation (ωB97M-V/def2-TZVPD) of a 2-piece molecular cluster, H3NOS overall.

The HOMO-LUMO gap (alpha / beta) is 8.980 / 9.632 eV. The HOMO energy (alpha / beta) comes out at -10.40 / -9.66 eV. Its charge is 0.

Last column: Mulliken charge in e.
Cartesian coordinates (Å):
1 N -1.58 0.43 0.42  -0.472
2 O 0.67 -0.52 0.48  -0.375
3 S 1.89 0.27 0.12  0.200
4 H -2.02 -0.55 0.60  0.243
5 H -1.17 0.46 -0.46  0.247
6 H 2.20 -0.08 -1.15  0.157

Model two:
The following is a DFT calculation (ωB97M-V/def2-TZVPD) of one molecule with the formula H3NOS.

The HOMO-LUMO gap is 9.984 eV. The HOMO energy comes out at -9.50 eV. Its charge is 0.

Last column: Mulliken charge in e.
Cartesian coordinates (Å):
1 N -0.04 -0.49 1.03  -0.354
2 O -0.74 0.59 0.36  -0.236
3 S -0.63 0.62 -1.34  -0.069
4 H 0.90 -0.36 1.10  0.229
5 H -0.21 -1.35 0.49  0.272
6 H 0.72 0.99 -1.64  0.157

Energy ordering: model two at the bottom, the next structure 1.123 eV above.

Model one:
The following is a DFT calculation (ωB97M-V/def2-TZVPD) of HI3P2 as an isolated structure.

The HOMO-LUMO gap is 8.011 eV. The HOMO energy comes out at -8.94 eV. Its charge is 0.

Last column: Mulliken charge in e.
Cartesian coordinates (Å):
1 P 0.22 -1.01 -0.25  -0.106
2 P -0.30 1.04 0.28  -0.036
3 I -1.09 -2.26 1.38  -0.008
4 I 1.64 1.30 1.68  0.044
5 I 0.42 2.34 -1.66  -0.019
6 H -0.88 -1.40 -1.43  0.124

Model two:
The following is a DFT calculation (ωB97M-V/def2-TZVPD) of one molecule with the formula HI3P2.

The HOMO-LUMO gap is 6.034 eV. The HOMO energy comes out at -7.85 eV. Its charge is 0.

Last column: Mulliken charge in e.
Cartesian coordinates (Å):
1 P -1.44 -0.51 -1.24  -0.029
2 P 0.51 0.07 -0.14  -0.219
3 I -2.91 1.23 -0.31  -0.076
4 I -0.01 0.40 2.32  0.074
5 I 1.80 -1.94 -0.33  0.057
6 H 2.04 0.75 -0.30  0.193

Energy ordering: model one at the bottom, the next structure 1.849 eV above.

Model one:
The following is a DFT calculation (ωB97M-V/def2-TZVPD) of one molecule with the formula C3H4N2S.

The HOMO-LUMO gap (alpha / beta) is 8.341 / 5.736 eV. The HOMO energy (alpha / beta) comes out at -8.07 / -6.93 eV. Its charge is 0.

Last column: Mulliken charge in e.
Cartesian coordinates (Å):
1 C 0.20 0.38 0.87  -0.169
2 C -1.21 0.01 1.08  -0.119
3 C 0.92 0.28 -0.21  -0.038
4 N -1.95 -0.73 0.36  -0.228
5 N 1.72 0.22 -1.25  -0.515
6 S -1.82 -1.20 -1.18  -0.222
7 H 0.62 0.53 1.78  0.386
8 H -1.52 -0.05 2.21  0.245
9 H 1.62 1.09 -1.79  0.312
10 H 1.44 -0.53 -1.87  0.348

Model two:
The following is a DFT calculation (ωB97M-V/def2-TZVPD) of one molecule with the formula C3H4N2S.

The HOMO-LUMO gap is 9.212 eV. The HOMO energy comes out at -8.62 eV. Its charge is 0.

Last column: Mulliken charge in e.
Cartesian coordinates (Å):
1 C -0.60 0.63 -0.39  -0.369
2 C 0.45 1.58 -0.67  -0.143
3 C -0.22 -0.47 0.28  0.259
4 N 1.67 1.29 -0.38  -0.455
5 N -0.71 -1.68 0.77  -0.565
6 S 1.90 -0.17 0.22  -0.068
7 H -1.67 0.78 -0.53  0.321
8 H 0.15 2.50 -1.03  0.447
9 H -0.27 -1.98 1.62  0.296
10 H -0.70 -2.47 0.11  0.276

Energy ordering: model two at the bottom, the next structure 3.163 eV above.

Model one:
The following is a DFT calculation (ωB97M-V/def2-TZVPD) of one molecule with the formula C3H4N2S.

The HOMO-LUMO gap is 10.570 eV. The HOMO energy comes out at -9.92 eV. Its charge is 0.

Last column: Mulliken charge in e.
Cartesian coordinates (Å):
1 C -2.11 -0.24 0.06  -0.142
2 C 0.24 -0.05 -0.16  0.448
3 C 1.72 -0.09 0.00  -0.858
4 N -1.70 0.95 0.01  -0.430
5 N -0.40 1.13 -0.09  -0.265
6 S -0.86 -1.43 -0.10  -0.138
7 H -3.14 -0.37 0.09  0.488
8 H 2.11 -0.03 1.01  0.263
9 H 2.35 -0.83 -0.46  0.329
10 H 1.78 0.95 -0.35  0.304

Model two:
The following is a DFT calculation (ωB97M-V/def2-TZVPD) of a 2-piece molecular cluster, C3H4N2S overall.

The HOMO-LUMO gap is 8.562 eV. The HOMO energy comes out at -8.74 eV. Its charge is 0.

Last column: Mulliken charge in e.
Cartesian coordinates (Å):
1 C -1.47 0.70 -1.25  0.399
2 C 0.99 -1.27 1.08  0.153
3 C 1.74 -0.24 1.06  -0.341
4 N -1.52 1.87 -1.51  -0.486
5 N -1.01 -0.43 -0.98  -0.456
6 S 0.16 -2.64 1.14  -0.298
7 H 2.28 0.05 0.08  0.229
8 H -1.31 2.67 -0.92  0.281
9 H 1.85 0.44 1.91  0.257
10 H -1.71 -1.15 -0.61  0.262

Energy ordering: model one at the bottom, the next structure 1.273 eV above.

Model one:
The following is a DFT calculation (ωB97M-V/def2-TZVPD) of a 2-piece molecular cluster, C3H4FN overall.

The HOMO-LUMO gap is 10.775 eV. The HOMO energy comes out at -9.67 eV. Its charge is 0.

Last column: Mulliken charge in e.
Cartesian coordinates (Å):
1 C -1.71 -0.07 0.04  0.124
2 C 0.80 -0.50 -0.50  -0.686
3 C 0.93 0.46 0.42  0.002
4 N -1.83 -1.19 0.01  -0.389
5 F 0.91 1.76 -0.03  -0.243
6 H -1.83 0.94 0.39  0.290
7 H 0.54 -0.23 -1.55  0.289
8 H 0.92 -1.55 -0.30  0.323
9 H 1.26 0.37 1.52  0.290

Model two:
The following is a DFT calculation (ωB97M-V/def2-TZVPD) of a 2-piece molecular cluster, C3H4FN overall.

The HOMO-LUMO gap is 11.386 eV. The HOMO energy comes out at -10.34 eV. Its charge is 0.

Last column: Mulliken charge in e.
Cartesian coordinates (Å):
1 C 1.79 2.55 0.39  0.082
2 C -1.49 -1.61 -0.37  -0.629
3 C -0.37 -1.04 0.00  0.062
4 N 2.46 2.49 1.31  -0.335
5 F 0.09 0.08 -0.60  -0.234
6 H 1.16 2.59 -0.46  0.257
7 H -2.09 -1.20 -1.17  0.246
8 H -1.85 -2.49 0.12  0.239
9 H 0.30 -1.37 0.78  0.312

Model three:
The following is a DFT calculation (ωB97M-V/def2-TZVPD) of a 2-piece molecular cluster, C3H4FN overall.

The HOMO-LUMO gap is 10.972 eV. The HOMO energy comes out at -11.24 eV. Its charge is 0.

Last column: Mulliken charge in e.
Cartesian coordinates (Å):
1 C -0.85 -0.17 2.50  -0.058
2 C 0.32 -0.03 -0.11  -0.890
3 C -0.95 -0.58 0.42  0.208
4 N -0.82 -0.15 3.62  -0.351
5 F -0.99 -1.94 0.41  -0.206
6 H 0.78 0.65 0.49  0.338
7 H 0.22 0.49 -1.08  0.289
8 H 0.91 -0.96 -0.27  0.297
9 H -1.90 -0.08 0.51  0.373

Model four:
The following is a DFT calculation (ωB97M-V/def2-TZVPD) of one molecule with the formula C3H4FN.

The HOMO-LUMO gap (alpha / beta) is 8.029 / 8.028 eV. The HOMO energy (alpha / beta) comes out at -7.94 / -7.94 eV. Its charge is 0.

Last column: Mulliken charge in e.
Cartesian coordinates (Å):
1 C 0.50 0.02 -0.19  -0.029
2 C -2.12 0.20 0.04  -0.214
3 C 1.88 -0.51 0.19  -0.158
4 N -0.90 -0.24 -0.23  -0.387
5 F 2.88 0.37 -0.03  -0.222
6 H 0.72 1.13 -0.38  0.213
7 H -2.84 -0.27 -0.60  0.280
8 H -2.36 0.91 0.92  0.240
9 H 2.24 -1.61 0.29  0.276

Energy ordering: model two at the bottom, the next structure 0.787 eV above.

Model one:
The following is a DFT calculation (ωB97M-V/def2-TZVPD) of a 2-piece molecular cluster, CHF2NO3 overall.

The HOMO-LUMO gap is 11.071 eV. The HOMO energy comes out at -11.94 eV. Its charge is 0.

Last column: Mulliken charge in e.
Cartesian coordinates (Å):
1 C -0.06 0.60 0.36  0.744
2 N -0.40 -0.92 0.11  1.016
3 O 0.56 -1.52 -0.26  -0.619
4 O -1.51 -1.28 0.19  -0.499
5 O 1.20 0.80 0.20  -0.362
6 F -0.67 0.87 -1.39  -0.538
7 F -0.90 1.30 0.99  -0.135
8 H 1.76 0.14 -0.20  0.393

Model two:
The following is a DFT calculation (ωB97M-V/def2-TZVPD) of a 2-piece molecular cluster, CHF2NO3 overall.

The HOMO-LUMO gap (alpha / beta) is 9.160 / 8.360 eV. The HOMO energy (alpha / beta) comes out at -9.85 / -9.39 eV. Its charge is 0.

Last column: Mulliken charge in e.
Cartesian coordinates (Å):
1 C 0.60 -0.37 -0.30  0.619
2 N -1.52 0.49 0.30  0.721
3 O -1.86 1.55 -0.04  -0.466
4 O -2.11 -0.44 0.69  -0.419
5 O 1.34 0.53 0.32  -0.421
6 F 0.46 -1.52 0.44  -0.203
7 F 0.68 -0.77 -1.58  -0.188
8 H 2.40 0.54 0.17  0.357

Energy ordering: model one at the bottom, the next structure 0.485 eV above.

Model one:
The following is a DFT calculation (ωB97M-V/def2-TZVPD) of a 2-piece molecular cluster, CHF2NO3 overall.

The HOMO-LUMO gap is 10.728 eV. The HOMO energy comes out at -10.33 eV. Its charge is 0.

Last column: Mulliken charge in e.
Cartesian coordinates (Å):
1 C 1.84 -0.10 -0.02  0.584
2 N -1.70 0.56 0.47  0.429
3 O -2.11 -0.51 -0.45  -0.421
4 O -2.58 1.21 0.82  -0.350
5 O 0.71 -0.36 -0.16  -0.334
6 F 2.59 0.80 -0.62  -0.140
7 F 2.62 -0.67 0.92  -0.161
8 H -1.38 -0.94 -0.96  0.392

Model two:
The following is a DFT calculation (ωB97M-V/def2-TZVPD) of a 2-piece molecular cluster, CHF2NO3 overall.

The HOMO-LUMO gap is 10.779 eV. The HOMO energy comes out at -10.78 eV. Its charge is 0.

Last column: Mulliken charge in e.
Cartesian coordinates (Å):
1 C -0.18 -1.53 0.37  0.748
2 N -0.21 1.38 0.00  0.323
3 O -1.14 2.10 -0.10  -0.359
4 O 0.80 1.64 -0.92  -0.359
5 O 0.62 -1.51 -0.47  -0.381
6 F 0.05 -1.38 1.66  -0.175
7 F -1.47 -1.71 0.22  -0.174
8 H 1.52 1.01 -0.76  0.378

Energy ordering: model two at the bottom, the next structure 0.350 eV above.

Model one:
The following is a DFT calculation (ωB97M-V/def2-TZVPD) of a 2-piece molecular cluster, CH7NS2 overall.

The HOMO-LUMO gap is 8.739 eV. The HOMO energy comes out at -8.18 eV. Its charge is 0.

Last column: Mulliken charge in e.
Cartesian coordinates (Å):
1 N -1.81 -0.97 1.71  -0.602
2 H -1.23 -0.15 1.70  0.187
3 H -2.77 -0.79 1.46  0.213
4 H -1.82 -1.34 2.66  0.211
5 C 0.75 1.31 -0.91  -0.825
6 S 1.45 0.01 0.16  -0.024
7 S 2.24 -1.40 -1.16  -0.197
8 H 0.81 1.21 -1.99  0.309
9 H 1.28 2.23 -0.77  0.311
10 H -0.27 1.08 -0.64  0.278
11 H 1.36 -1.20 -2.21  0.139

Model two:
The following is a DFT calculation (ωB97M-V/def2-TZVPD) of a 2-piece molecular cluster, CH7NS2 overall.

The HOMO-LUMO gap is 8.942 eV. The HOMO energy comes out at -8.54 eV. Its charge is 0.

Last column: Mulliken charge in e.
Cartesian coordinates (Å):
1 N 1.20 0.48 2.25  -0.623
2 H 0.85 0.21 3.17  0.219
3 H 0.72 -0.17 1.58  0.220
4 H 2.21 0.41 2.47  0.208
5 C -1.42 0.66 -1.19  -0.851
6 S 0.46 0.23 -1.11  -0.100
7 S 0.28 -1.48 -2.34  -0.191
8 H -1.98 0.25 -2.10  0.329
9 H -1.46 1.57 -0.71  0.331
10 H -1.88 -0.02 -0.49  0.314
11 H 1.02 -2.15 -1.52  0.144

Energy ordering: model one at the bottom, the next structure 0.346 eV above.